[1]
C27H23CoN6 as an isolated structure, computed with wB97M-V/def2-TZVPD.

Geometry (Å):
Co1 0.789 0.113 0.045
C1 3.183 -0.907 1.415
N1 2.841 -0.286 0.121
C2 3.256 -0.979 -1.114
C3 2.269 -0.581 -2.169
N2 1.131 0.018 -1.853
C4 0.441 0.214 -3.058
C5 -0.782 0.824 -3.338
C6 -1.166 0.877 -4.661
C7 -0.367 0.353 -5.690
C8 0.851 -0.238 -5.428
C9 1.229 -0.291 -4.092
N3 2.382 -0.786 -3.485
C10 2.120 -0.478 2.382
N4 0.981 0.049 1.958
C11 0.210 0.298 3.102
C12 -1.054 0.864 3.266
C13 -1.525 0.981 4.557
C14 -0.773 0.559 5.665
C15 0.483 0.009 5.517
C16 0.949 -0.108 4.214
N5 2.155 -0.594 3.713
H1 4.180 -0.628 1.764
H2 3.170 -1.993 1.302
H3 3.232 0.655 0.103
H4 3.219 -2.057 -0.946
H5 4.277 -0.730 -1.410
H6 -1.394 1.257 -2.561
H7 -2.106 1.346 -4.919
H8 -0.712 0.424 -6.712
H9 1.476 -0.627 -6.219
H10 3.170 -1.203 -3.955
H11 -1.636 1.214 2.428
H12 -2.500 1.417 4.725
H13 -1.186 0.675 6.657
H14 1.068 -0.309 6.368
H15 2.928 -0.944 4.257
C17 -1.413 -3.376 -0.048
C18 -2.718 -2.903 -0.142
C19 -2.953 -1.541 -0.171
C20 -1.878 -0.666 -0.106
N6 -0.619 -1.144 -0.018
C21 -0.388 -2.460 0.010
C22 -1.896 0.793 -0.116
C23 -3.005 1.627 -0.189
C24 -2.812 3.002 -0.171
C25 -1.532 3.535 -0.085
C26 -0.414 2.703 -0.013
C27 -0.616 1.340 -0.029
H16 -1.196 -4.433 -0.022
H17 -3.545 -3.598 -0.190
H18 -3.958 -1.151 -0.244
H19 0.648 -2.770 0.083
H20 -4.007 1.221 -0.254
H21 -3.665 3.664 -0.225
H22 -1.398 4.608 -0.073
H23 0.577 3.140 0.049

## Properties
energy relative to the best compared isomer or geometry (same formula, charge and spin) = 0.0 kJ/mol
orbital gap (alpha / beta) = 7.86 / 7.86 eV
total charge = +2
LUMO (alpha / beta) = -6.40 / -6.40 eV

=====

[2]
C27H23EuF2N3O4Si as an isolated structure, computed with wB97M-V/def2-TZVPD.

Geometry (Å):
Eu1 -0.462 0.143 -0.474
O1 -2.895 -1.087 3.021
C1 -2.422 -0.553 2.022
O2 -1.792 -1.097 1.027
C2 -2.630 0.945 1.853
C3 -3.283 1.770 2.790
C4 -3.452 3.102 2.484
C5 -2.974 3.602 1.232
C6 -2.326 2.713 0.363
N1 -2.167 1.438 0.671
C7 -1.756 3.105 -1.001
O3 -1.983 4.234 -1.413
O4 -1.095 2.157 -1.562
H1 -3.627 1.333 3.719
H2 -3.946 3.766 3.183
H3 -3.079 4.637 0.930
F1 4.234 -0.013 -3.735
C8 2.943 -0.377 -3.642
C9 2.327 -0.281 -2.444
C10 0.992 -0.656 -2.383
C11 0.283 -1.199 -3.485
C12 0.980 -1.212 -4.697
F2 0.349 -1.579 -5.806
C13 2.285 -0.823 -4.819
C14 -1.046 -1.736 -3.301
C15 -1.604 -2.762 -4.096
C16 -2.826 -3.287 -3.762
C17 -3.520 -2.792 -2.635
C18 -2.934 -1.795 -1.909
N2 -1.731 -1.260 -2.213
H4 2.872 0.084 -1.577
H5 2.783 -0.839 -5.779
H6 -1.063 -3.148 -4.944
H7 -3.246 -4.094 -4.354
H8 -4.477 -3.196 -2.331
H9 -3.423 -1.388 -1.032
C19 2.036 2.581 -0.031
Si1 1.835 1.646 1.592
C20 0.591 2.604 2.617
C21 3.480 1.759 2.475
N3 1.273 0.108 1.125
C22 1.427 -1.110 1.767
C23 1.118 -2.295 1.070
C24 1.266 -3.544 1.646
C25 1.750 -3.672 2.947
C26 2.071 -2.519 3.651
C27 1.911 -1.264 3.079
H10 2.036 3.667 0.139
H11 1.229 2.374 -0.747
H12 2.981 2.316 -0.524
H13 1.073 3.365 3.248
H14 0.023 1.928 3.273
H15 -0.126 3.120 1.966
H16 3.976 2.708 2.235
H17 4.146 0.936 2.171
H18 3.360 1.704 3.567
H19 0.784 -2.224 0.037
H20 1.003 -4.429 1.080
H21 1.873 -4.650 3.395
H22 2.451 -2.597 4.664
H23 2.147 -0.370 3.653

## Properties
orbital gap (alpha / beta) = 7.05 / 7.09 eV
expectation value of S² = 12.02
total charge = -1
LUMO (alpha / beta) = 2.40 / 2.42 eV
multiplicity = 7

=====

[3]
A 2-piece molecular cluster, C27H23F2Si overall, computed with wB97M-V/def2-TZVPD.

Geometry (Å):
F1 -1.158 -5.071 -3.596
C1 -0.434 -4.510 -2.558
C2 0.847 -5.006 -2.313
C3 1.525 -4.535 -1.180
C4 0.846 -3.755 -0.219
C5 -0.467 -3.304 -0.429
C6 -1.182 -2.579 0.758
C7 -2.441 -1.854 0.422
C8 -2.933 -0.803 1.131
C9 -4.151 -0.070 0.820
C10 -4.894 -0.450 -0.333
C11 -6.219 -0.049 -0.419
F2 -6.938 -0.521 -1.494
C12 -6.842 0.788 0.504
C13 -6.053 1.336 1.534
C14 -4.729 0.917 1.684
C15 -1.096 -3.651 -1.653
H1 1.255 -5.803 -2.943
H2 2.571 -4.844 -1.046
H3 1.321 -3.517 0.730
H4 -1.319 -3.224 1.672
H5 -2.922 -2.236 -0.470
H6 -2.441 -0.529 2.060
H7 -4.482 -1.086 -1.123
H8 -7.881 1.045 0.374
H9 -6.501 2.050 2.234
H10 -4.119 1.340 2.493
H11 -2.138 -3.382 -1.874
H12 -0.582 -1.775 1.173
Si1 2.850 1.383 1.609
C16 3.929 0.871 0.188
C17 5.298 1.170 0.427
C18 6.282 0.803 -0.497
C19 5.926 0.131 -1.675
C20 4.569 -0.121 -1.950
C21 3.555 0.332 -1.069
C22 1.798 2.838 1.132
C23 0.721 2.900 0.214
C24 -0.003 4.108 0.062
C25 0.429 5.284 0.703
C26 1.559 5.245 1.532
C27 2.235 4.040 1.747
H13 3.610 1.561 2.923
H14 5.564 1.657 1.366
H15 7.333 1.011 -0.281
H16 6.719 -0.198 -2.363
H17 4.305 -0.700 -2.840
H18 2.486 0.251 -1.324
H19 0.444 1.999 -0.349
H20 -0.923 4.133 -0.532
H21 -0.116 6.231 0.575
H22 1.896 6.154 2.036
H23 3.088 3.996 2.424

## Properties
orbital gap = 3.89 eV
total charge = +1
LUMO = -6.40 eV

=====

[4]
A 2-piece molecular cluster, C27H23F3N overall, computed with wB97M-V/def2-TZVPD.

Geometry (Å):
C1 0.130 4.934 3.537
N1 0.344 4.011 2.443
C2 1.734 3.749 2.124
C3 -0.679 3.483 1.716
C4 -2.028 3.912 1.908
C5 -3.041 3.404 1.124
C6 -2.785 2.443 0.100
C7 -3.838 2.005 -0.741
C8 -3.692 1.377 -1.972
C9 -4.775 0.792 -2.747
C10 -4.262 0.291 -3.954
C11 -2.838 0.544 -3.977
C12 -2.487 1.188 -2.779
C13 -1.454 1.951 -0.009
C14 -0.426 2.476 0.744
H1 -0.857 4.793 3.985
H2 0.891 4.760 4.307
H3 0.218 5.979 3.201
H4 1.871 3.584 1.050
H5 2.336 4.614 2.424
H6 2.114 2.866 2.660
H7 -2.259 4.661 2.665
H8 -4.065 3.749 1.265
H9 -4.855 2.217 -0.412
H10 -5.805 0.780 -2.404
H11 -4.823 -0.197 -4.747
H12 -2.165 0.273 -4.787
H13 -1.512 1.602 -2.545
H14 -1.237 1.132 -0.689
H15 0.588 2.103 0.594
F1 -5.188 -2.720 2.906
C15 -3.966 -2.093 2.795
C16 -3.628 -1.141 3.755
C17 -2.383 -0.526 3.608
F2 -2.033 0.465 4.497
C18 -1.498 -0.859 2.603
C19 -1.842 -1.858 1.637
C20 -0.881 -2.162 0.644
C21 -0.841 -3.245 -0.268
C22 0.232 -3.260 -1.211
C23 0.334 -4.235 -2.185
C24 -0.629 -5.253 -2.282
C25 -1.660 -5.260 -1.346
F3 -2.613 -6.250 -1.435
C26 -1.769 -4.330 -0.325
C27 -3.143 -2.433 1.734
H16 -4.303 -0.879 4.561
H17 -0.531 -0.365 2.525
H18 0.013 -1.534 0.669
H19 0.977 -2.467 -1.135
H20 1.166 -4.215 -2.887
H21 -0.571 -6.019 -3.047
H22 -2.542 -4.455 0.423
H23 -3.511 -3.109 0.972

## Properties
orbital gap = 2.97 eV
total charge = +1
LUMO = -6.46 eV

=====

[5]
A 2-piece molecular cluster, C27H23F9N3O overall, computed with wB97M-V/def2-TZVPD.

Geometry (Å):
O1 1.199 0.998 2.127
C1 1.112 -0.102 2.677
N1 -0.095 -0.587 3.131
C2 -1.363 -0.064 2.630
C3 -1.729 -0.614 1.225
C4 -2.342 -2.031 1.291
C5 -3.662 -1.952 0.506
C6 -3.960 -0.449 0.360
N2 -2.691 0.217 0.538
N3 2.186 -0.981 2.886
C7 3.509 -0.750 2.504
C8 4.410 -1.833 2.400
C9 5.715 -1.613 1.969
C10 6.667 -2.770 1.773
F1 7.949 -2.433 2.122
F2 6.315 -3.862 2.515
F3 6.699 -3.161 0.457
C11 6.170 -0.331 1.671
C12 5.292 0.741 1.824
C13 5.810 2.129 1.546
F4 4.864 3.092 1.743
F5 6.874 2.434 2.358
F6 6.248 2.247 0.251
C14 3.977 0.547 2.229
H1 -0.111 -1.441 3.679
H2 -2.168 -0.401 3.306
H3 -1.342 1.038 2.637
H4 -0.825 -0.622 0.591
H5 -1.644 -2.786 0.914
H6 -2.557 -2.280 2.337
H7 -3.509 -2.400 -0.479
H8 -4.483 -2.488 0.989
H9 -4.301 -0.203 -0.646
H10 -4.749 -0.126 1.066
H11 -2.722 1.189 0.818
H12 1.915 -1.924 3.143
H13 4.083 -2.843 2.638
H14 7.190 -0.169 1.338
H15 3.296 1.386 2.304
F7 -5.117 4.199 -2.485
C15 -5.034 2.838 -2.684
C16 -6.228 2.124 -2.793
C17 -6.104 0.755 -3.048
F8 -7.257 0.041 -3.294
C18 -4.887 0.098 -3.045
C19 -3.685 0.825 -2.729
C20 -2.522 0.098 -2.360
C21 -1.169 0.440 -2.645
C22 -0.275 -0.568 -3.119
C23 1.075 -0.316 -3.295
C24 1.607 0.956 -3.021
C25 0.712 1.949 -2.624
F9 1.213 3.214 -2.420
C26 -0.642 1.736 -2.422
C27 -3.780 2.248 -2.728
H16 -7.196 2.613 -2.741
H17 -4.837 -0.980 -3.210
H18 -2.695 -0.940 -2.034
H19 -0.674 -1.570 -3.285
H20 1.749 -1.113 -3.621
H21 2.674 1.164 -3.103
H22 -1.263 2.520 -2.006
H23 -2.896 2.869 -2.655

## Properties
orbital gap = 4.72 eV
total charge = +1
LUMO = -6.31 eV

=====

[6]
C27H23N3PtS3 as an isolated structure, computed with wB97M-V/def2-TZVPD.

Geometry (Å):
Pt1 -0.597 0.501 1.429
C1 -0.568 3.468 3.569
C2 -1.096 2.375 4.497
C3 -2.246 2.894 5.365
C4 -1.543 1.146 3.744
C5 -2.452 1.246 2.665
C6 -2.873 0.095 1.996
C7 -2.500 -1.208 2.408
C8 -3.066 -2.414 1.724
C9 -1.538 -1.285 3.389
C10 -1.036 -0.122 4.009
H1 -0.202 4.309 4.159
H2 -1.353 3.849 2.913
H3 0.243 3.099 2.941
H4 -0.281 2.064 5.156
H5 -3.080 3.223 4.741
H6 -1.919 3.749 5.958
H7 -2.615 2.126 6.045
H8 -2.812 2.211 2.334
H9 -3.531 0.213 1.143
H10 -3.994 -2.734 2.204
H11 -2.368 -3.249 1.756
H12 -3.291 -2.196 0.680
H13 -1.134 -2.246 3.683
H14 -0.260 -0.227 4.758
S1 1.308 -2.711 -4.232
C11 0.442 -1.570 -3.415
S2 0.945 -0.911 -1.876
C12 -0.506 0.043 -1.812
N1 -1.278 -0.100 -2.832
N2 -0.729 -0.969 -3.744
C13 -1.503 -1.223 -4.918
C14 -0.896 -1.250 -6.164
C15 -1.674 -1.482 -7.287
C16 -3.043 -1.676 -7.166
C17 -3.638 -1.635 -5.914
C18 -2.870 -1.410 -4.783
S3 -0.930 1.283 -0.642
H15 0.170 -1.100 -6.246
H16 -1.205 -1.506 -8.262
H17 -3.646 -1.856 -8.046
H18 -4.706 -1.782 -5.813
H19 -3.320 -1.365 -3.801
N3 9.106 -0.306 -0.559
C19 7.985 -0.212 -0.324
C20 6.585 -0.093 -0.025
C21 6.086 -0.591 1.177
C22 4.740 -0.474 1.463
C23 3.871 0.144 0.559
C24 4.383 0.639 -0.645
C25 5.729 0.522 -0.936
C26 2.476 0.262 0.851
C27 1.291 0.355 1.074
H20 6.756 -1.069 1.879
H21 4.344 -0.861 2.392
H22 3.715 1.117 -1.348
H23 6.122 0.903 -1.869

## Properties
orbital gap = 7.03 eV
LUMO = -0.73 eV

=====

[7]
C27H24Cl2F9I2OPSSbSe4Ti as an isolated structure, computed with wB97M-V/def2-TZVPD.

Geometry (Å):
Ti1 -1.802 0.862 -0.886
I1 -0.755 3.889 1.209
C1 0.707 3.774 -0.319
I2 -0.195 2.941 -2.110
H1 1.517 3.153 0.029
H2 1.079 4.766 -0.581
Cl1 -3.263 0.145 1.300
C2 -5.046 -0.309 1.059
Cl2 -5.103 -2.013 0.821
H3 -5.424 0.199 0.174
H4 -5.465 0.026 2.025
O1 -1.322 -0.616 -1.780
S1 -1.209 -1.961 -2.664
C3 -2.460 -1.620 -3.909
C4 -1.870 -0.793 -5.055
C5 -0.347 -0.850 -4.944
C6 0.176 -1.722 -3.769
H5 -3.320 -1.089 -3.383
H6 -2.776 -2.641 -4.267
H7 -2.223 0.227 -4.979
H8 -2.265 -1.173 -6.011
H9 0.114 0.081 -4.952
H10 0.077 -1.379 -5.849
H11 0.994 -1.343 -3.199
H12 0.483 -2.790 -3.939
Se1 -4.854 6.175 -1.769
Sb1 -4.798 4.660 0.285
Se2 -7.094 5.594 -2.031
Se3 -7.259 4.657 0.059
Se4 -3.599 1.697 -1.611
F1 6.424 -1.341 -2.077
C7 5.633 -0.277 -2.406
F2 5.367 -0.343 -3.717
F3 6.374 0.866 -2.225
C8 4.397 -0.179 -1.562
C9 3.269 0.288 -2.179
C10 2.069 0.415 -1.445
C11 2.006 0.034 -0.093
C12 3.191 -0.506 0.440
C13 4.386 -0.574 -0.244
P1 0.464 0.206 0.828
C14 0.053 -1.577 1.140
C15 0.549 -2.548 0.262
C16 0.109 -3.846 0.389
C17 -0.855 -4.182 1.358
C18 -1.306 -3.227 2.220
C19 -0.835 -1.905 2.142
C20 -1.259 -5.632 1.446
F4 -1.132 -6.311 0.273
F5 -2.581 -5.631 1.707
F6 -0.589 -6.302 2.382
C21 0.846 1.051 2.449
C22 2.042 1.758 2.489
C23 2.405 2.542 3.585
C24 1.496 2.611 4.634
C25 0.286 1.924 4.624
C26 -0.052 1.183 3.488
C27 1.913 3.297 5.926
F7 3.240 3.121 5.981
F8 1.650 4.632 5.949
F9 1.324 2.758 7.005
H13 3.281 0.528 -3.209
H14 1.144 0.780 -1.878
H15 3.191 -0.827 1.493
H16 5.302 -0.941 0.244
H17 1.253 -2.313 -0.520
H18 0.594 -4.660 -0.134
H19 -2.001 -3.476 3.030
H20 -1.221 -1.251 2.864
H21 2.777 1.637 1.695
H22 3.388 3.062 3.734
H23 -0.291 1.952 5.494
H24 -0.998 0.659 3.460

## Properties
orbital gap = 6.11 eV
total charge = +3
LUMO = -10.10 eV

=====

[8]
C27H24ClI2N8O9RuS as an isolated structure, computed with wB97M-V/def2-TZVPD.

Geometry (Å):
Ru1 -0.586 -0.978 1.349
I1 -4.787 -4.014 0.740
C1 -2.949 -4.017 -0.239
C2 -2.666 -4.984 -1.226
C3 -1.467 -5.023 -1.883
I2 -1.120 -6.537 -3.288
C4 -0.466 -4.057 -1.597
C5 0.841 -4.005 -2.138
C6 1.713 -3.042 -1.710
C7 1.302 -2.079 -0.772
N1 0.076 -2.069 -0.297
C8 -0.787 -3.071 -0.651
C9 -2.012 -3.069 0.092
O1 -2.169 -2.114 0.992
H1 -3.421 -5.725 -1.448
H2 1.149 -4.748 -2.862
H3 2.730 -3.002 -2.073
H4 1.974 -1.310 -0.413
N2 -1.890 -0.105 -1.570
C10 -2.647 0.243 -0.528
N3 -3.926 0.512 -0.744
C11 -4.625 0.887 0.324
N4 -5.935 1.104 0.177
N5 -4.111 1.086 1.559
C12 -2.850 0.768 1.672
N6 -2.049 0.339 0.687
C13 -2.186 0.844 2.999
C14 -2.591 1.710 3.995
C15 -1.824 1.778 5.149
C16 -0.697 0.977 5.248
C17 -0.366 0.129 4.206
N7 -1.103 0.061 3.103
H5 -2.363 -0.334 -2.427
H6 -0.939 -0.417 -1.429
H7 -6.374 0.841 -0.687
H8 -6.492 1.272 0.996
H9 -3.479 2.305 3.843
H10 -2.095 2.451 5.950
H11 -0.069 0.997 6.126
H12 0.498 -0.524 4.248
C18 0.127 2.112 -4.889
C19 1.271 2.235 -3.923
C20 1.949 1.110 -3.453
C21 3.024 1.232 -2.583
C22 3.429 2.494 -2.179
C23 2.753 3.622 -2.618
C24 1.685 3.489 -3.487
S1 4.836 2.691 -1.101
O2 5.150 4.087 -1.131
O3 5.791 1.682 -1.441
N8 4.352 2.337 0.430
C25 3.234 3.063 1.013
C26 2.369 2.138 1.881
C27 1.978 0.824 1.221
O4 2.834 0.023 0.878
O5 0.710 0.649 1.112
H13 0.093 1.120 -5.342
H14 0.209 2.846 -5.690
H15 -0.822 2.297 -4.386
H16 1.653 0.129 -3.802
H17 3.572 0.360 -2.251
H18 3.103 4.598 -2.312
H19 1.180 4.375 -3.851
H20 4.307 1.331 0.582
H21 2.629 3.528 0.227
H22 3.611 3.866 1.648
H23 1.483 2.681 2.201
H24 2.941 1.864 2.771
O6 1.030 -3.664 4.116
Cl1 0.246 -3.236 3.025
O7 0.185 -4.182 1.968
O8 -1.053 -2.801 3.413
O9 0.896 -1.981 2.484

## Properties
energy relative to the best compared isomer or geometry (same formula, charge and spin) = 57.6 kJ/mol
orbital gap (alpha / beta) = 7.06 / 6.82 eV
expectation value of S² = 0.75
LUMO (alpha / beta) = -1.01 / -1.25 eV
multiplicity = 2